Entry 1:
{"formula": "C11H17BCrN6", "method": "the ωB97M-V functional and the def2-TZVPD basis", "homo_ha": [-0.227, -0.293], "de_lowest_kj_mol": 0.0, "spin_multiplicity": 5, "lumo_energy_ev": [0.7, 0.6], "e_tot_ha": -1827.2152, "s2": 6.03, "gap_ev": [6.84, 8.59], "charge": 0, "species": ["H", "N", "B", "N", "C", "Cr", "H", "C", "H", "C", "H", "C", "H", "H", "H", "N", "N", "N", "N", "C", "C", "H", "H", "C", "C", "C", "C", "H", "H", "H", "H", "H", "C", "H", "H", "H"], "xyz": [[0.810, 1.947, 2.957], [0.785, 0.484, 1.410], [1.329, -1.490, -0.081], [1.552, -0.664, 1.204], [2.433, -0.819, 2.207], [-0.759, 0.908, 0.053], [3.104, -1.676, 2.220], [2.263, 0.244, 3.090], [2.809, 0.416, 4.003], [1.232, 1.037, 2.552], [2.093, -2.404, -0.183], [-2.130, 1.922, -1.476], [-1.987, 2.590, -0.625], [-3.199, 1.736, -1.559], [-1.796, 2.452, -2.366], [1.461, -0.460, -1.241], [-0.153, -1.932, -0.013], [0.645, 0.679, -1.255], [-1.169, -0.967, 0.039], [2.270, -0.429, -2.306], [-0.703, -3.153, -0.008], [2.974, -1.232, -2.468], [-0.075, -4.036, -0.034], [2.000, 0.732, -3.032], [-2.091, -3.008, 0.045], [0.989, 1.407, -2.342], [-2.342, -1.635, 0.074], [2.458, 1.045, -3.945], [-2.819, -3.799, 0.057], [0.477, 2.339, -2.564], [-3.280, -1.100, 0.107], [-1.607, 0.898, -1.445], [-1.748, 1.855, 1.529], [-1.437, 2.909, 1.576], [-1.565, 1.394, 2.507], [-2.824, 1.809, 1.313]], "atomic_forces_ev_per_a": [[-0.1, -0.2, -0.2], [1.6, -0.7, 0.9], [-0.6, 0.9, 0.3], [-0.4, 1.2, 0.5], [-0.4, 0.6, 0.1], [1.3, 2.8, 2.3], [-0.2, 0.4, 0.0], [0.1, -0.1, -0.1], [0.0, 0.0, 0.0], [0.3, -1.2, -0.6], [0.0, 0.0, 0.0], [-0.3, -0.2, -0.8], [0.2, -0.2, 0.0], [0.0, -0.1, 0.0], [0.0, -0.2, -0.1], [-0.9, 1.4, -0.5], [-1.6, 0.6, -0.3], [2.6, -1.0, -2.3], [-0.6, -4.4, 0.0], [-0.4, 0.6, 0.0], [-0.6, 0.5, 0.0], [0.0, 0.1, -0.1], [-0.2, 0.1, 0.0], [0.1, -0.1, 0.0], [0.2, -0.4, 0.0], [0.2, -1.5, 0.8], [1.6, -0.3, -0.1], [0.2, 0.0, -0.2], [0.0, -0.1, 0.0], [0.2, -0.3, 0.1], [0.1, 0.0, 0.1], [-1.3, 1.2, -1.0], [-0.7, 0.2, 0.7], [-0.2, 0.0, 0.1], [-0.2, 0.1, 0.0], [-0.1, 0.2, 0.3]]}

Entry 2:
{"formula": "C11H17BFeN6O", "method": "the ωB97M-V functional and the def2-TZVPD basis", "homo_ha": [-0.498, -0.551], "de_lowest_kj_mol": 191.3, "spin_multiplicity": 5, "lumo_energy_ev": [-9.9, -9.5], "e_tot_ha": -2120.9478, "s2": 6.04, "gap_ev": [3.64, 5.47], "charge": 2, "species": ["C", "N", "N", "C", "C", "B", "N", "N", "C", "C", "C", "Fe", "N", "N", "C", "C", "C", "H", "H", "H", "H", "H", "H", "H", "H", "H", "H", "H", "C", "H", "H", "H", "C", "O", "H", "H", "H"], "xyz": [[-1.582, -0.372, 1.877], [-2.074, -0.280, 0.607], [-3.466, -0.062, 0.711], [-3.790, -0.028, 2.019], [-2.639, -0.225, 2.776], [-4.263, 0.133, -0.618], [-3.519, 1.305, -1.334], [-2.131, 1.122, -1.509], [-1.639, 2.259, -2.083], [-2.692, 3.147, -2.296], [-3.846, 2.520, -1.817], [-1.251, -0.335, -0.962], [-3.855, -1.123, -1.449], [-2.464, -1.339, -1.618], [-2.340, -2.464, -2.387], [-3.612, -2.927, -2.738], [-4.531, -2.061, -2.134], [-1.378, -2.878, -2.630], [-5.612, -2.073, -2.142], [-3.855, -3.786, -3.334], [-5.423, 0.313, -0.448], [-4.855, 2.879, -1.730], [-4.799, 0.191, 2.314], [-2.623, 4.135, -2.708], [-2.595, -0.251, 3.844], [-0.577, 2.337, -2.305], [-0.531, -0.563, 2.057], [3.481, -1.027, -3.085], [3.553, -1.242, -2.016], [3.997, -0.500, -1.345], [3.161, 1.820, 1.207], [3.385, -2.262, -1.653], [3.933, 0.266, 2.092], [2.904, 0.894, 1.325], [3.827, -0.807, 1.914], [3.800, 0.441, 3.169], [4.946, 0.587, 1.802]], "atomic_forces_ev_per_a": [[-1.2, -0.1, 0.2], [-2.1, -0.1, 3.7], [1.2, -0.3, 0.5], [0.9, 0.1, -1.3], [0.6, 0.0, -0.3], [0.8, 0.2, 0.2], [1.3, 0.3, -0.6], [-1.9, 3.7, -1.6], [-1.2, 0.0, -0.1], [0.6, -0.2, 0.1], [1.0, -1.0, 0.6], [2.6, -0.3, -0.1], [0.8, -0.3, -0.4], [-4.0, -2.8, -1.5], [-1.2, -0.1, -0.1], [0.8, 0.4, 0.4], [1.3, 0.6, 0.5], [0.2, 0.0, -0.1], [0.1, 0.1, 0.0], [0.1, -0.1, -0.1], [0.1, -0.1, -0.1], [-0.2, 0.1, -0.1], [-0.2, -0.1, 0.1], [0.0, 0.1, -0.1], [0.1, 0.0, 0.3], [-0.3, 0.1, 0.0], [-0.1, 0.1, 0.0], [0.0, -0.1, 0.5], [0.0, 0.0, 0.1], [-0.3, -0.4, -0.3], [-0.2, -0.3, 0.1], [0.1, 0.5, -0.2], [0.1, -0.4, 0.3], [0.1, 0.5, -0.2], [0.2, 0.1, 0.0], [0.0, 0.1, -0.2], [-0.4, -0.1, 0.0]]}

Entry 3:
{"formula": "C11H17BHgN6", "method": "the ωB97M-V functional and the def2-TZVPD basis", "homo_ha": [-0.566, -0.564], "lumo_energy_ev": [-8.3, -11.1], "e_tot_ha": -935.4027, "gap_ev": [7.08, 4.20], "charge": 2, "species": ["C", "N", "N", "C", "C", "B", "N", "N", "C", "C", "C", "Hg", "N", "N", "C", "C", "C", "H", "H", "H", "H", "H", "H", "H", "H", "H", "H", "H", "C", "H", "H", "H", "C", "H", "H", "H"], "xyz": [[-0.033, 3.072, 0.958], [0.209, 1.801, 0.489], [0.280, 1.831, -0.876], [0.191, 3.116, -1.271], [-0.016, 3.943, -0.126], [0.492, 0.476, -1.663], [1.647, -0.485, -1.131], [1.771, -0.769, 0.198], [2.834, -1.572, 0.372], [3.458, -1.780, -0.872], [2.670, -1.077, -1.798], [0.006, 0.070, 1.569], [-0.838, -0.373, -1.693], [-1.415, -0.905, -0.556], [-2.563, -1.486, -0.970], [-2.709, -1.363, -2.367], [-1.585, -0.664, -2.785], [-3.286, -1.975, -0.316], [-1.270, -0.351, -3.773], [-3.520, -1.717, -2.986], [0.775, 0.768, -2.791], [2.773, -0.935, -2.870], [0.297, 3.334, -2.326], [4.355, -2.355, -1.059], [-0.157, 5.011, -0.054], [3.103, -1.956, 1.353], [-0.217, 3.173, 2.015], [-0.553, -1.872, 1.630], [-0.013, -2.019, 2.538], [0.782, -2.738, 2.305], [0.589, -1.187, 3.006], [-0.783, -2.247, 3.280], [-1.811, 0.736, 3.074], [-0.743, 0.683, 3.377], [-2.682, 0.051, 3.442], [-2.041, 1.761, 2.678]], "atomic_forces_ev_per_a": [[0.5, -1.6, -1.7], [-0.9, 2.2, 0.0], [0.4, -0.6, 1.1], [-0.2, 0.2, 1.0], [0.0, -0.9, -0.5], [1.6, 0.1, -0.5], [-0.2, 0.7, 0.6], [-0.2, -0.6, 0.4], [-0.4, 0.6, -1.0], [-0.6, 0.4, -0.4], [0.3, -0.2, 0.5], [0.7, 0.3, -1.7], [-1.2, -0.1, -2.9], [-3.1, -1.5, -0.3], [1.6, 0.6, 2.1], [-1.1, -0.7, -0.2], [3.2, 1.7, 1.1], [0.5, 0.2, 0.1], [-0.1, 0.0, 0.1], [0.0, 0.0, 0.0], [-0.3, -0.1, 0.1], [0.1, -0.1, 0.3], [-0.1, 0.2, 0.2], [-0.2, 0.1, -0.1], [0.1, -0.1, -0.3], [0.0, 0.2, -0.3], [0.2, 0.5, 0.0], [-0.6, -0.3, -1.1], [0.8, -0.7, 1.7], [-0.6, -0.2, 0.3], [-0.2, -0.5, 0.1], [0.5, -0.5, 0.0], [-1.3, 0.6, 0.3], [-1.2, 0.0, 1.4], [2.2, 1.3, -0.7], [-0.2, -1.3, 0.4]]}

Entry 4:
{"formula": "C11H17BN6OTc", "method": "the ωB97M-V functional and the def2-TZVPD basis", "homo_ha": [-0.579, -0.585], "de_lowest_kj_mol": 317.8, "spin_multiplicity": 4, "lumo_energy_ev": [-8.4, -10.4], "e_tot_ha": -938.0431, "s2": 3.78, "gap_ev": [7.33, 5.57], "charge": 2, "species": ["H", "N", "B", "N", "C", "Tc", "H", "C", "H", "C", "H", "C", "H", "H", "H", "N", "N", "N", "N", "C", "C", "H", "H", "C", "C", "C", "C", "H", "H", "H", "H", "H", "C", "O", "H", "H", "H"], "xyz": [[0.289, -0.977, -3.846], [-1.023, -0.584, -2.143], [-3.141, 0.601, -0.911], [-2.303, 0.049, -2.120], [-2.837, -0.043, -3.355], [-0.086, -1.914, -0.903], [-3.882, 0.158, -3.538], [-1.868, -0.520, -4.228], [-2.047, -0.772, -5.253], [-0.696, -0.702, -3.480], [-4.309, 0.476, -1.222], [2.029, 1.710, 3.664], [2.680, 1.103, 4.297], [1.376, 1.041, 3.094], [1.412, 2.342, 4.309], [-2.804, 2.031, -0.418], [-2.793, -0.521, 0.130], [-1.471, 2.269, -0.131], [-1.557, -1.210, 0.361], [-3.503, 3.154, -0.159], [-3.752, -1.093, 0.884], [-4.559, 3.172, -0.364], [-4.802, -0.884, 0.720], [-2.608, 4.124, 0.331], [-3.156, -2.001, 1.747], [-1.342, 3.483, 0.337], [-1.771, -1.955, 1.501], [-2.834, 5.125, 0.613], [-3.693, -2.666, 2.388], [-0.362, 3.806, 0.623], [-0.981, -2.485, 2.026], [2.611, 2.309, 3.019], [3.099, -1.971, -0.465], [1.712, -1.754, -0.595], [3.337, -2.811, 0.193], [3.565, -1.085, -0.036], [3.560, -2.179, -1.440]], "atomic_forces_ev_per_a": [[-0.2, -0.2, 0.4], [0.1, 1.4, -1.3], [0.4, -2.2, -0.5], [0.2, -0.7, -0.7], [1.3, -0.3, 0.6], [0.7, 2.8, 0.8], [0.1, 0.3, 0.1], [0.7, 0.1, 0.0], [0.3, 0.2, -0.4], [-2.3, -0.6, 0.2], [0.5, 0.4, 0.3], [-0.8, -0.8, 0.9], [-0.1, 0.1, -0.1], [0.1, 0.1, 0.0], [0.1, -0.1, -0.1], [-0.8, 1.9, 0.3], [0.1, -0.9, 0.2], [1.1, 0.0, 0.4], [-0.8, 0.6, 1.6], [-0.3, -3.3, -1.3], [1.4, -0.1, -0.1], [-0.2, 0.3, 0.1], [0.2, 0.2, 0.2], [1.2, 0.5, 0.4], [0.8, 0.0, 0.2], [-0.3, -0.8, -0.4], [-2.0, -0.2, -1.2], [-0.2, 0.5, 0.1], [0.1, 0.0, 0.5], [0.1, 0.4, 0.1], [-0.1, 0.1, -0.4], [0.6, 0.6, -0.7], [1.5, 0.1, 0.0], [-2.5, -0.9, -0.5], [-0.5, 0.0, 0.0], [-0.1, 0.1, -0.1], [-0.4, 0.2, 0.2]]}

Entry 5:
{"formula": "C11H17BN6Sr", "method": "the ωB97M-V functional and the def2-TZVPD basis", "homo_ha": [-0.556, -0.556], "de_lowest_kj_mol": 37.4, "lumo_energy_ev": [-8.5, -10.0], "e_tot_ha": -812.8274, "gap_ev": [6.61, 5.18], "charge": 2, "species": ["C", "N", "N", "C", "C", "B", "N", "N", "C", "C", "C", "Sr", "N", "N", "C", "C", "C", "H", "H", "H", "H", "H", "H", "H", "H", "H", "H", "H", "C", "H", "H", "H", "C", "H", "H", "H"], "xyz": [[-0.096, 2.903, 1.000], [-0.045, 1.671, 0.427], [-1.344, 1.198, 0.358], [-2.193, 2.167, 0.782], [-1.438, 3.263, 1.199], [-1.747, -0.160, -0.288], [-0.804, -0.484, -1.489], [0.533, -0.128, -1.571], [0.956, -0.442, -2.825], [-0.120, -0.957, -3.557], [-1.204, -0.964, -2.690], [2.123, 1.595, -0.770], [-1.896, -1.328, 0.762], [-0.801, -1.807, 1.441], [-1.232, -2.790, 2.246], [-2.633, -2.958, 2.097], [-3.011, -2.008, 1.146], [-0.578, -3.354, 2.900], [-3.978, -1.772, 0.721], [-3.252, -3.666, 2.612], [-2.850, -0.018, -0.743], [-2.223, -1.264, -2.852], [-3.257, 2.023, 0.732], [-0.107, -1.272, -4.582], [-1.800, 4.203, 1.577], [1.994, -0.298, -3.124], [0.812, 3.448, 1.244], [2.726, -0.614, -0.638], [3.766, -0.339, -0.910], [4.041, -1.047, -1.697], [3.945, 0.685, -1.317], [4.413, -0.494, -0.041], [2.805, 1.306, 1.714], [3.789, 0.844, 1.853], [2.010, 0.609, 2.022], [2.697, 2.250, 2.260]], "atomic_forces_ev_per_a": [[-1.5, -1.3, -0.8], [-0.6, 0.3, 1.1], [1.1, 0.8, -0.2], [1.1, 0.2, 0.1], [0.0, -0.1, 0.1], [-0.3, 0.8, -0.7], [1.1, 0.4, -0.2], [-0.2, -0.7, -0.6], [-1.6, -0.1, 0.9], [0.0, 0.0, 0.0], [0.9, 0.2, 0.2], [-2.7, 1.6, -0.3], [-2.2, -1.0, 0.3], [0.1, -1.5, 1.4], [0.1, 0.6, -0.6], [1.5, -1.0, 1.3], [1.4, 3.0, -2.4], [0.0, 0.2, -0.2], [0.1, 0.0, 0.0], [-0.3, -0.1, 0.1], [0.0, -0.1, 0.1], [-0.1, 0.0, 0.0], [-0.1, 0.0, 0.1], [-0.1, -0.1, -0.1], [-0.1, -0.1, 0.1], [-0.3, -0.1, 0.0], [-0.2, 0.0, -0.1], [0.5, 0.1, -0.1], [0.8, -0.9, -0.2], [0.1, 0.2, 0.2], [0.7, -1.4, 0.1], [-0.1, 0.1, -0.3], [0.4, -0.8, 3.1], [-0.1, 0.3, -0.6], [0.0, 0.2, -0.8], [0.1, 0.1, -0.7]]}

Entry 6:
{"formula": "C11H17BN6W", "method": "the ωB97M-V functional and the def2-TZVPD basis", "homo_ha": [-0.583, -0.592], "de_lowest_kj_mol": 0.0, "spin_multiplicity": 3, "lumo_energy_ev": [-9.2, -8.6], "e_tot_ha": -849.1991, "s2": 2.02, "gap_ev": [6.65, 7.48], "charge": 2, "species": ["H", "N", "B", "N", "C", "W", "H", "C", "H", "C", "H", "C", "H", "H", "H", "N", "N", "N", "N", "C", "C", "H", "H", "C", "C", "C", "C", "H", "H", "H", "H", "H", "C", "H", "H", "H"], "xyz": [[1.002, 3.436, 0.142], [0.569, 1.919, -1.234], [0.291, 0.389, -3.381], [0.582, 1.796, -2.651], [0.910, 3.012, -3.141], [0.672, 0.182, -0.311], [1.005, 3.131, -4.221], [1.083, 3.922, -2.074], [1.298, 4.996, -2.129], [0.911, 3.199, -0.907], [0.241, 0.517, -4.574], [-1.438, -1.747, 1.718], [-0.997, -2.128, 2.668], [-0.632, -1.582, 0.929], [-2.210, -2.429, 1.301], [-1.132, -0.010, -2.890], [1.267, -0.834, -2.946], [-1.323, -0.156, -1.535], [1.462, -1.142, -1.576], [-2.306, -0.206, -3.551], [2.118, -1.628, -3.641], [-2.380, -0.130, -4.600], [2.215, -1.503, -4.720], [-3.274, -0.504, -2.614], [2.804, -2.499, -2.759], [-2.648, -0.483, -1.367], [2.389, -2.152, -1.480], [-4.312, -0.711, -2.806], [3.525, -3.287, -3.016], [-3.095, -0.688, -0.416], [2.675, -2.509, -0.501], [-1.963, -0.802, 1.935], [1.695, 0.378, 1.518], [1.280, 1.187, 2.146], [2.729, 0.646, 1.215], [1.725, -0.545, 2.123]], "atomic_forces_ev_per_a": [[0.0, 0.4, -0.1], [0.9, 0.5, -1.9], [-1.0, -0.3, -0.1], [0.8, 0.5, 1.0], [-0.3, -0.7, 0.7], [-1.9, -1.0, 0.1], [-0.1, 0.1, 0.4], [0.1, 0.3, -0.1], [-0.1, -0.7, -0.1], [-0.2, -0.6, -0.9], [0.5, 0.0, 0.3], [-0.2, 0.1, 0.0], [-0.2, 0.2, -0.9], [-0.6, -0.3, 0.6], [0.8, 0.2, 0.3], [0.2, 0.1, 0.4], [1.3, 0.1, 0.9], [-0.6, -0.5, 0.7], [0.5, 0.0, -1.3], [0.9, 0.0, 1.8], [-0.4, 0.3, 0.8], [0.1, 0.1, -0.9], [-0.2, -0.2, 0.4], [0.1, 0.0, 0.4], [-0.1, 0.2, 0.1], [1.2, 0.4, -1.0], [-0.5, 0.7, -1.0], [0.0, 0.0, 0.0], [-0.5, 0.6, 0.1], [0.1, 0.1, 0.3], [0.0, -0.1, -0.1], [0.4, -0.2, -0.1], [-0.8, -0.3, -0.2], [0.1, -0.2, -0.2], [-0.2, 0.0, -0.1], [0.0, 0.3, -0.2]]}

Question: Which of these has the lowest charge?
Answer: C11H17BCrN6

Question: Among the records above, which one has the lowest charge?
Answer: C11H17BCrN6